Formula: C5H9P
Source: OMol25
Level of theory: ωB97M-V/def2-TZVPD

Output
SMILES string: C[C@H]1C=CCP1
electronic energy: -537.17020 Ha
LUMO energy: 1.04 eV
gap between HOMO and LUMO: 9.687 eV
total charge: 0
relative energy (zero: lowest compared OMol25 entry of this formula, charge and spin): 27.1 kcal/mol

Positions of all 15 atoms, in Å:
C1 0.24 0.95 1.69
C2 0.75 0.29 0.44
C3 0.18 -0.99 0.26
C4 -0.75 -1.21 -0.65
C5 -1.00 -0.13 -1.59
P1 0.19 1.19 -1.55
H1 -0.93 1.10 1.68
H2 0.74 1.82 2.15
H3 0.36 0.11 2.46
H4 1.78 0.28 0.31
H5 0.32 -1.70 0.94
H6 -1.27 -2.13 -0.66
H7 -1.01 -0.61 -2.55
H8 -2.01 0.34 -1.54
H9 1.19 0.57 -2.47

Atom charges from the natural (NBO) analysis, given in e for atoms 1 to 6: -0.632, -0.322, -0.230, -0.162, -0.795, 0.435



Formula: C4H5NO4S
Source: OMol25
Level of theory: ωB97M-V/def2-TZVPD

Output
electronic energy: -909.12338 Ha
LUMO energy: -2.03 eV
gap between HOMO and LUMO: 8.077 eV
total charge: 0
relative energy (zero: lowest compared OMol25 entry of this formula, charge and spin): 81.8 kcal/mol

Positions of all 15 atoms, in Å:
C1 0.15 0.39 -0.61
C2 -0.34 -0.77 0.09
C3 1.48 0.66 -0.57
C4 -1.58 -1.26 -0.03
N1 -2.66 -0.65 -0.55
O1 -3.80 -1.16 -0.66
O2 -2.47 0.53 -0.86
O3 -5.27 0.15 1.44
O4 -5.10 1.43 -0.51
S1 -5.43 0.14 0.04
H1 -0.62 0.94 -1.08
H2 0.33 -1.44 0.70
H3 1.75 1.41 -1.24
H4 2.29 0.17 -0.02
H5 -1.72 -2.38 0.22

Atom charges from the natural (NBO) analysis, given in e for atoms 1 to 6: -0.271, -0.075, -0.266, -0.142, 0.476, -0.435



Formula: C6H10O3
Source: OMol25
Level of theory: ωB97M-V/def2-TZVPD

Output
electronic energy: -460.23776 Ha
LUMO energy: 0.75 eV
gap between HOMO and LUMO: 10.606 eV
total charge: 0
relative energy (zero: lowest compared OMol25 entry of this formula, charge and spin): 70.7 kcal/mol

Positions of all 19 atoms, in Å:
C1 1.05 1.73 -0.95
C2 0.00 0.87 -0.30
C3 -0.55 1.18 1.06
C4 0.28 -0.07 0.84
C5 -0.50 -1.31 0.54
O1 -0.92 -2.07 1.53
O2 -1.42 -1.01 -0.43
C6 -0.97 0.11 -1.20
H1 1.65 1.14 -1.66
H2 0.60 2.57 -1.49
H3 1.73 2.14 -0.19
H4 -0.06 1.98 1.62
H5 -1.62 1.07 1.25
H6 1.26 -0.17 1.31
H7 -1.85 0.69 -1.48
H8 -0.45 -0.24 -2.10
O3 0.56 -2.79 0.01
H9 -0.20 -3.11 1.18
H10 1.40 -2.71 0.46

Atom charges from the natural (NBO) analysis, given in e for atoms 1 to 6: -0.599, -0.075, -0.390, -0.330, 0.873, -0.762



Formula: C7H12N3O5
Source: OMol25
Level of theory: ωB97M-V/def2-TZVPD

Output
multiplicity: 3
electronic energy: -813.75853 Ha
LUMO energy (alpha / beta): -3.30 / -6.02 eV
gap between HOMO and LUMO (alpha / beta): 8.395 / 7.977 eV
total charge: +1
relative energy (zero: lowest compared OMol25 entry of this formula, charge and spin): 103.5 kcal/mol

Positions of all 27 atoms, in Å:
C1 2.76 -0.19 1.12
C2 0.76 -0.26 1.42
C3 -0.92 0.59 -0.32
C4 0.45 -0.14 0.00
C5 -4.17 -0.43 -0.84
C6 3.86 0.28 -0.95
C7 -3.21 0.42 0.11
N1 1.46 0.49 -0.74
N2 0.27 -1.72 -0.57
N3 2.73 0.67 -0.09
O1 -0.93 1.68 -0.86
O2 0.85 -1.95 -1.55
O3 -0.42 -2.41 0.09
O4 0.03 -0.92 2.27
O5 -1.89 -0.19 0.17
H1 3.35 0.00 2.00
H2 -5.08 0.20 -1.02
H3 -3.72 -0.35 -1.87
H4 -4.38 -1.42 -0.48
H5 3.68 0.63 -1.99
H6 4.82 0.61 -0.49
H7 3.79 -0.75 -0.91
H8 -3.69 0.43 1.18
H9 -3.16 1.43 -0.35
H10 1.03 1.32 -1.09
H11 3.02 1.68 0.04
H12 0.61 -1.38 3.03

Atom charges from the natural (NBO) analysis, given in e for atoms 1 to 6: 0.014, 0.357, 0.806, -0.070, -0.632, -0.406



Formula: C18H34ClN2O3S
Source: OMol25
Level of theory: ωB97M-V/def2-TZVPD

Output
electronic energy: -1899.38386 Ha
LUMO energy: -4.03 eV
gap between HOMO and LUMO: 7.029 eV
total charge: +1
relative energy (zero: lowest compared OMol25 entry of this formula, charge and spin): 136.8 kcal/mol

Positions of all 59 atoms, in Å:
C1 1.12 3.14 -1.49
C2 0.82 1.53 -1.37
Cl1 0.87 1.14 0.48
C3 -0.60 1.04 -2.01
N1 -1.65 2.14 -2.06
C4 -1.83 3.15 -3.18
N2 -2.96 4.03 -2.70
C5 -3.54 3.64 -1.36
C6 -2.64 2.34 -0.93
S1 -2.91 1.44 0.69
H1 0.20 3.81 -1.19
H2 2.00 3.45 -0.75
H3 1.41 3.41 -2.62
H4 1.68 0.98 -1.97
H5 -0.50 0.56 -3.10
H6 -1.00 0.15 -1.32
H7 -1.16 3.17 -4.14
H8 -3.31 4.85 -3.26
H9 -4.42 4.10 -0.73
H10 -4.12 0.71 0.58
C7 0.97 -1.60 3.18
C8 2.00 -2.15 2.23
C9 2.34 -3.48 2.86
O1 1.17 -3.93 3.55
C10 0.23 -2.85 3.60
H11 0.32 -0.84 2.74
H12 1.47 -1.15 4.05
H13 1.54 -2.31 1.24
H14 2.87 -1.50 2.09
H15 3.14 -3.36 3.60
H16 2.65 -4.22 2.13
H17 -0.59 -3.08 2.90
H18 -0.19 -2.77 4.61
C11 5.40 0.24 -4.75
C12 4.50 0.42 -5.94
C13 3.12 0.31 -5.32
O2 3.23 0.80 -3.98
C14 4.62 0.95 -3.66
H19 6.40 0.65 -4.89
H20 5.50 -0.82 -4.51
H21 4.64 1.42 -6.36
H22 4.67 -0.31 -6.73
H23 2.80 -0.74 -5.26
H24 2.37 0.88 -5.86
H25 4.85 2.02 -3.63
H26 4.82 0.53 -2.66
C15 -4.21 -1.91 5.42
C16 -3.14 -2.27 4.42
C17 -3.82 -1.95 3.10
O3 -4.72 -0.87 3.36
C18 -4.84 -0.70 4.78
H27 -3.82 -1.71 6.42
H28 -4.94 -2.72 5.49
H29 -2.27 -1.63 4.55
H30 -2.81 -3.31 4.48
H31 -4.41 -2.80 2.74
H32 -3.11 -1.66 2.32
H33 -4.31 0.22 5.05
H34 -5.90 -0.58 5.05

Atom charges from the natural (NBO) analysis, given in e for atoms 1 to 6: -0.662, -0.193, -0.080, -0.273, -0.364, 0.218



Formula: C31H37CrN2S4Si2
Source: OMol25
Level of theory: ωB97M-V/def2-TZVPD

Output
multiplicity: 2
electronic energy: -4529.25270 Ha
LUMO energy (alpha / beta): -0.99 / -0.68 eV
gap between HOMO and LUMO (alpha / beta): 5.828 / 6.266 eV
total charge: 0

Positions of all 77 atoms, in Å:
Cr1 -0.10 -0.30 -0.14
S1 0.35 -0.35 -2.40
C1 -0.50 1.10 -2.87
C2 -0.95 1.25 -4.19
C3 -1.65 2.37 -4.58
C4 -1.90 3.40 -3.68
C5 -1.44 3.29 -2.38
C6 -0.76 2.15 -1.98
S2 -0.19 2.04 -0.29
C7 -1.81 2.15 0.62
C8 -1.80 1.17 1.74
C9 -2.56 1.38 2.88
C10 -2.65 0.39 3.84
C11 -1.98 -0.80 3.63
C12 -1.20 -0.94 2.49
C13 -0.43 -2.20 2.24
S3 -0.52 -2.64 0.47
C14 -2.29 -2.88 0.44
C15 -2.80 -4.01 1.06
C16 -4.17 -4.19 1.15
C17 -5.01 -3.24 0.59
C18 -4.50 -2.12 -0.04
C19 -3.12 -1.91 -0.13
S4 -2.48 -0.54 -0.97
N1 -1.09 0.03 1.57
H1 -0.76 0.45 -4.89
H2 -2.01 2.45 -5.60
H3 -2.44 4.29 -3.99
H4 -1.61 4.09 -1.67
H5 -2.60 1.90 -0.08
H6 -1.96 3.17 0.99
H7 -3.11 2.31 2.98
H8 -3.25 0.54 4.73
H9 -2.05 -1.62 4.33
H10 -0.82 -3.03 2.83
H11 0.63 -2.05 2.44
H12 -2.12 -4.75 1.48
H13 -4.57 -5.07 1.64
H14 -6.09 -3.37 0.66
H15 -5.16 -1.39 -0.49
C20 1.74 -0.35 3.79
Si1 2.40 0.55 2.25
C21 1.70 2.31 2.38
C22 4.24 0.74 2.73
C23 2.12 -0.21 0.51
C24 2.95 0.73 -0.37
C25 4.36 0.73 -0.28
C26 5.14 1.53 -1.09
C27 4.53 2.37 -2.00
C28 3.15 2.38 -2.01
N2 2.41 1.59 -1.24
Si2 2.94 -1.94 0.28
C29 4.84 -2.08 0.43
C30 2.46 -3.28 1.55
C31 2.62 -2.63 -1.45
H16 2.23 0.09 4.65
H17 1.97 -1.42 3.81
H18 0.66 -0.23 3.94
H19 1.95 2.74 3.35
H20 0.62 2.33 2.28
H21 2.12 2.96 1.60
H22 4.31 1.02 3.78
H23 4.74 1.51 2.14
H24 4.79 -0.19 2.60
H25 4.84 0.09 0.45
H26 6.22 1.50 -1.01
H27 5.10 3.01 -2.66
H28 2.60 3.04 -2.68
H29 5.22 -1.66 1.37
H30 5.37 -1.60 -0.39
H31 5.10 -3.14 0.42
H32 2.55 -2.93 2.58
H33 3.18 -4.09 1.43
H34 1.48 -3.71 1.40
H35 2.86 -1.89 -2.21
H36 1.57 -2.92 -1.60
H37 3.24 -3.51 -1.63

Atom charges from the Mulliken analysis, given in e for atoms 1 to 6: 0.510, -0.575, 0.860, -0.922, -0.633, -0.725



Formula: C17H19Br45Cl2
Source: OMol25
Level of theory: ωB97M-V/def2-TZVPD

Output
electronic energy: -117410.01551 Ha
LUMO energy: -0.54 eV
gap between HOMO and LUMO: 9.332 eV
total charge: 0

Positions of all 83 atoms, in Å:
Cl1 -10.23 23.60 7.32
C1 -11.67 23.52 6.34
C2 -12.02 24.90 5.78
Cl2 -13.51 24.68 4.79
H1 -12.54 23.24 6.89
H2 -11.50 22.91 5.45
H3 -11.33 25.42 5.08
H4 -12.27 25.60 6.48
C3 -12.83 18.65 -2.16
Br1 -12.01 19.18 -3.81
Br2 -14.13 17.36 -2.63
Br3 -13.51 20.07 -1.09
H5 -12.11 18.22 -1.51
C4 -18.24 18.17 0.41
Br4 -16.85 19.22 -0.29
Br5 -18.60 18.57 2.25
Br6 -17.88 16.26 0.20
H6 -19.28 18.36 -0.07
C5 -8.97 22.02 -2.57
Br7 -8.76 20.95 -4.14
Br8 -7.39 22.95 -1.88
Br9 -9.96 21.01 -1.14
H7 -9.68 22.84 -2.73
C6 -10.62 15.82 0.41
Br10 -9.43 14.56 -0.52
Br11 -12.50 15.49 0.17
Br12 -10.09 17.57 -0.03
H8 -10.36 15.68 1.46
C7 -17.57 25.16 4.50
Br13 -16.37 26.65 4.68
Br14 -16.93 23.72 3.48
Br15 -19.14 26.00 3.72
H9 -17.84 24.77 5.45
C8 -12.20 21.24 11.83
Br16 -10.51 20.99 12.70
Br17 -11.87 21.83 10.01
Br18 -13.33 22.37 12.78
H10 -12.69 20.25 11.81
C9 -8.90 21.79 3.47
Br19 -9.27 20.25 4.57
Br20 -7.81 23.08 4.30
Br21 -10.49 22.54 2.60
H11 -8.25 21.43 2.62
C10 -19.58 19.87 7.01
Br22 -18.74 18.41 6.21
Br23 -21.39 19.45 7.52
Br24 -19.41 21.54 5.99
H12 -19.18 20.01 7.99
C11 -7.20 21.15 7.45
Br25 -7.83 19.49 8.22
Br26 -5.61 20.75 6.36
Br27 -6.73 22.45 8.77
H13 -8.00 21.53 6.84
C12 -13.52 20.34 3.68
Br28 -15.42 20.24 3.69
Br29 -12.98 18.80 2.58
Br30 -12.90 20.18 5.49
H14 -13.14 21.28 3.31
C13 -14.29 24.40 -0.37
Br31 -14.61 22.83 0.78
Br32 -12.46 25.02 -0.50
Br33 -15.37 25.89 0.24
H15 -14.65 24.08 -1.38
C14 -11.06 17.94 9.59
Br34 -9.74 16.96 10.68
Br35 -12.81 18.10 10.33
Br36 -11.13 17.29 7.85
H16 -10.75 18.98 9.61
C15 -15.48 15.11 5.75
Br37 -14.94 16.73 6.60
Br38 -16.35 15.59 4.07
Br39 -16.62 13.97 6.79
H17 -14.52 14.53 5.59
C16 -15.70 22.49 9.07
Br40 -15.14 23.35 7.51
Br41 -15.23 20.61 9.22
Br42 -17.65 22.75 9.34
H18 -15.27 23.02 9.94
C17 -9.98 14.66 4.63
Br43 -11.78 15.55 4.35
Br44 -8.66 15.90 5.09
Br45 -9.61 13.48 3.19
H19 -10.15 14.08 5.51

Atom charges from the Mulliken analysis, given in e for atoms 1 to 6: -0.159, 0.977, -0.875, -0.064, -0.444, -0.285



Formula: C16H18AsMnN2O7S2
Source: OMol25
Level of theory: ωB97M-V/def2-TZVPD

Output
multiplicity: 6
electronic energy: -5439.98521 Ha
LUMO energy (alpha / beta): 2.49 / 2.49 eV
gap between HOMO and LUMO (alpha / beta): 7.259 / 7.306 eV
total charge: -1
relative energy (zero: lowest compared OMol25 entry of this formula, charge and spin): 15.1 kcal/mol

Positions of all 47 atoms, in Å:
Mn1 0.49 -0.33 0.29
O1 -2.37 -3.66 -1.24
As1 -0.72 -2.87 -1.18
O2 -0.29 -2.79 -2.75
O3 -1.10 -1.46 -0.38
C1 0.07 -4.29 -0.10
C2 -0.59 -5.52 -0.03
C3 -0.07 -6.54 0.74
C4 1.11 -6.37 1.45
C5 1.78 -5.15 1.38
C6 1.25 -4.13 0.62
S1 2.03 -2.53 0.64
O4 1.71 -1.91 -0.66
O5 3.44 -2.74 0.87
O6 1.34 -1.79 1.71
H1 -2.83 -3.15 -1.91
H2 -1.50 -5.65 -0.59
H3 -0.59 -7.49 0.80
H4 1.52 -7.17 2.05
H5 2.71 -4.98 1.91
O7 1.93 1.36 0.65
N1 1.91 2.19 1.66
C7 2.99 2.98 1.84
C8 3.08 3.87 2.87
C9 2.02 3.96 3.78
C10 0.92 3.16 3.59
C11 0.82 2.27 2.50
S2 -0.57 1.34 2.20
H6 3.76 2.82 1.11
H7 3.96 4.49 2.97
H8 2.07 4.64 4.62
H9 0.08 3.18 4.27
C12 -1.39 3.17 -3.70
C13 -1.91 2.83 -2.30
C14 -3.26 2.11 -2.37
C15 -2.01 4.10 -1.44
C16 -0.93 1.95 -1.67
N2 -0.14 1.27 -1.18
H10 -2.10 3.83 -4.20
H11 -1.28 2.26 -4.30
H12 -0.43 3.67 -3.65
H13 -3.98 2.74 -2.90
H14 -3.64 1.91 -1.37
H15 -3.16 1.17 -2.90
H16 -2.70 4.80 -1.92
H17 -1.04 4.58 -1.34
H18 -2.38 3.87 -0.44

Atom charges from the natural (NBO) analysis, given in e for atoms 1 to 6: 1.512, -1.059, 2.413, -1.156, -1.240, -0.302